[1]
This record from the Open Molecules 2025 dataset describes a molecular structure, C44H52Br2MnN6O2S2Se in a non-equilibrium geometry. The level of theory is ωB97M-V/def2-TZVPD.

Calculated values
Multiplicity: 6
<S²>: 8.754
ΔE to the lowest compared entry with this formula, charge and spin in kJ/mol: 43.4

Last column: Mulliken spin population.
Element x y z (Å)
Mn: -0.159 0.063 -0.048  4.49
C: 1.278 -4.844 5.654  0.00
C: 0.239 -5.408 4.675  0.00
C: -0.949 -5.926 5.486  0.00
C: 0.856 -6.591 3.916  0.00
C: -0.174 -4.321 3.679  0.01
C: 0.769 -3.725 2.857  0.00
C: 0.424 -2.723 1.962  -0.06
Se: 1.876 -1.947 0.973  0.04
C: 2.494 -0.653 2.240  -0.07
C: 3.582 -0.943 3.049  -0.02
C: 4.050 -0.018 3.974  0.01
C: 3.383 1.206 4.029  0.00
C: 2.290 1.538 3.233  0.00
C: 1.808 0.580 2.312  0.06
O: 0.782 0.812 1.547  0.16
C: 1.604 2.907 3.325  0.01
C: 0.134 2.731 3.739  0.01
C: 2.268 3.823 4.355  0.00
C: 1.667 3.614 1.962  0.00
C: 5.231 -0.368 4.884  0.00
C: 6.463 -0.703 4.032  0.00
C: 5.600 0.784 5.819  0.00
C: 4.873 -1.586 5.746  0.00
C: -0.914 -2.281 1.789  0.02
O: -1.220 -1.333 0.920  0.19
C: -1.883 -2.895 2.630  0.00
C: -1.482 -3.874 3.536  0.00
C: -3.370 -2.545 2.511  0.01
C: -4.233 -3.165 3.615  0.00
C: -3.878 -3.123 1.181  0.00
C: -3.574 -1.025 2.622  0.01
H: 1.578 -5.608 6.378  0.00
H: 0.869 -3.991 6.201  0.00
H: 2.175 -4.504 5.132  0.00
H: -0.607 -6.690 6.188  0.00
H: -1.709 -6.379 4.845  0.00
H: -1.420 -5.129 6.065  0.00
H: 1.115 -7.399 4.607  0.00
H: 1.766 -6.294 3.390  0.00
H: 0.153 -6.982 3.177  0.00
H: 1.813 -4.015 2.920  -0.01
H: 4.057 -1.914 2.950  0.00
H: 3.732 1.941 4.738  0.00
H: 0.068 2.250 4.718  0.00
H: -0.398 2.114 3.016  0.00
H: -0.354 3.710 3.807  0.00
H: 2.226 3.402 5.363  0.00
H: 1.741 4.780 4.373  0.00
H: 3.315 4.024 4.110  0.00
H: 1.093 3.060 1.219  0.01
H: 2.703 3.693 1.619  0.00
H: 1.258 4.628 2.044  0.00
H: 6.712 0.131 3.372  0.00
H: 6.288 -1.584 3.410  0.00
H: 7.328 -0.910 4.669  0.00
H: 5.882 1.682 5.265  0.00
H: 6.451 0.493 6.439  0.00
H: 4.774 1.041 6.488  0.00
H: 4.647 -2.458 5.128  0.00
H: 3.993 -1.377 6.360  0.00
H: 5.704 -1.846 6.409  0.00
H: -2.238 -4.319 4.164  0.00
H: -4.241 -4.256 3.569  0.00
H: -5.265 -2.824 3.494  0.00
H: -3.897 -2.863 4.610  0.00
H: -3.866 -4.214 1.235  0.00
H: -3.243 -2.830 0.350  0.00
H: -4.911 -2.808 0.984  0.00
H: -3.350 -0.694 3.639  0.00
H: -4.618 -0.766 2.409  0.00
H: -2.910 -0.474 1.960  0.00
Br: -4.196 5.194 -2.616  0.00
C: -3.082 3.996 -1.695  0.00
C: -3.410 3.578 -0.428  0.00
C: -2.573 2.646 0.168  0.01
N: -1.471 2.182 -0.406  0.00
C: -1.123 2.662 -1.594  -0.07
C: -1.912 3.546 -2.298  0.00
C: 0.272 2.285 -2.089  0.09
C: 0.838 2.848 -3.210  0.00
C: 2.188 2.599 -3.446  0.00
Br: 2.999 3.311 -4.982  0.00
C: 2.926 1.859 -2.552  0.00
C: 2.247 1.300 -1.477  0.07
N: 0.944 1.480 -1.289  -0.04
H: -4.291 3.942 0.081  0.00
H: -2.805 2.243 1.148  0.00
H: -1.639 3.896 -3.281  0.00
H: 0.273 3.473 -3.884  0.00
H: 3.985 1.695 -2.685  0.00
H: 2.748 0.671 -0.748  -0.02
N: -3.477 -0.059 -0.696  0.01
C: -2.879 -0.302 -1.889  -0.01
N: -1.589 -0.445 -2.012  0.07
C: -1.265 -0.726 -3.333  0.02
C: -2.305 -0.753 -4.193  0.00
S: -3.780 -0.451 -3.357  0.00
C: 0.143 -0.956 -3.713  0.00
C: 0.609 -1.065 -4.978  0.00
S: 2.300 -1.385 -4.947  0.00
C: 2.246 -1.357 -3.215  0.01
N: 1.079 -1.106 -2.710  0.02
N: 3.371 -1.554 -2.457  0.00
H: -2.936 -0.385 0.103  0.00
H: -4.468 -0.212 -0.633  0.00
H: -2.299 -0.950 -5.251  0.00
H: 0.077 -0.982 -5.911  0.00
H: 4.153 -2.007 -2.896  0.00
H: 3.192 -1.837 -1.504  0.00

Forces on the atoms, in the same order (eV/Å):
0.1 -0.4 0.3
0.0 0.0 0.0
0.0 0.1 0.0
-0.1 0.0 0.0
0.0 0.0 0.0
0.0 -0.1 0.0
0.1 0.1 0.0
-0.2 -0.1 0.0
-0.1 0.1 -0.2
0.2 0.0 0.1
0.0 0.0 0.0
0.0 0.0 0.0
-0.1 0.1 0.0
0.1 0.1 0.2
-0.1 -0.2 -0.2
0.0 0.4 0.2
0.0 -0.1 0.0
0.0 0.0 0.0
0.0 0.0 0.0
0.0 0.0 0.0
-0.1 0.0 0.0
0.0 0.0 0.0
0.0 0.1 0.0
0.0 0.0 0.0
0.3 0.2 0.1
-0.5 -0.5 -0.1
0.0 -0.1 0.1
-0.1 0.1 -0.1
0.1 0.0 0.0
0.0 0.0 0.1
-0.1 0.1 0.0
-0.1 0.0 0.0
0.0 0.0 0.0
0.0 0.0 0.0
0.0 0.0 0.0
0.0 0.0 0.0
0.0 0.0 0.0
0.0 0.0 0.0
0.0 0.0 0.0
0.0 0.0 0.0
0.0 0.0 0.0
0.0 0.0 0.0
0.0 0.0 0.0
0.0 0.0 0.0
0.0 0.0 0.0
0.0 0.0 0.0
0.0 0.0 0.0
0.0 0.0 0.0
0.0 0.0 0.0
0.0 0.0 0.0
0.0 0.0 0.0
0.0 0.0 0.0
0.0 -0.1 0.0
0.0 0.0 0.0
0.0 0.0 0.0
0.0 0.0 0.0
0.0 0.0 0.0
0.0 0.0 0.0
0.0 0.0 0.0
0.0 0.0 0.0
0.0 0.0 0.0
0.0 0.0 0.0
0.0 0.0 0.0
0.0 0.0 0.0
0.0 0.0 0.0
0.0 0.0 0.0
0.0 0.0 0.0
0.0 0.1 -0.1
0.1 0.0 0.0
0.0 0.0 0.0
0.0 0.0 0.0
-0.1 0.0 0.1
-0.1 0.1 -0.1
0.3 -0.1 -0.3
0.0 -0.1 0.3
0.0 -0.1 0.0
0.1 -0.1 0.3
0.9 -0.2 -0.5
-0.4 0.3 -0.1
-1.2 0.4 0.3
0.4 0.1 -0.4
-0.5 0.1 -0.1
0.1 0.0 -0.1
0.1 -0.2 0.3
-0.1 0.0 -0.1
0.7 -0.1 0.1
0.0 0.0 0.0
0.0 0.0 0.0
0.0 0.0 0.0
0.0 0.0 0.0
0.0 0.0 0.0
0.0 0.0 -0.1
0.0 0.0 0.1
-0.1 -0.2 0.2
0.2 0.0 -0.2
0.4 0.2 0.0
-0.1 0.0 -0.1
0.0 0.0 0.0
-0.3 0.1 0.3
0.0 0.0 -0.1
0.1 0.0 -0.1
0.1 -0.2 0.1
-0.2 -0.1 0.0
0.0 0.2 -0.1
0.0 -0.2 0.0
0.0 -0.1 0.0
0.0 0.0 0.0
0.0 0.0 0.0
0.0 -0.1 0.0
-0.1 0.0 0.1


[2]
This record from the Open Molecules 2025 dataset describes 2 unconnected molecules or ions with the total composition C2O2S2 in a non-equilibrium geometry. The level of theory is ωB97M-V/def2-TZVPD.

Calculated values
ΔE to the lowest compared entry with this formula, charge and spin in kJ/mol: 8.1

Last column: Löwdin charge in e.
Element x y z (Å)
C: 1.747 0.338 0.019  -0.48
C: -1.749 -0.335 -0.011  -1.42
O: 1.036 1.061 0.549  0.19
O: 2.454 -0.389 -0.511  0.21
S: -2.466 1.026 -0.175  0.75
S: -1.022 -1.701 0.128  0.74

Forces on the atoms, in the same order (eV/Å):
-0.1 0.0 0.0
0.0 0.0 -0.1
-0.9 1.1 0.8
1.1 -1.1 -0.8
0.1 -0.1 0.1
-0.1 0.1 0.0


[3]
This record from the Open Molecules 2025 dataset describes a molecular structure, C4H4INOS in a non-equilibrium geometry. The level of theory is ωB97M-V/def2-TZVPD.

Calculated values
ΔE to the lowest compared entry with this formula, charge and spin in kJ/mol: 114.9

Last column: Löwdin charge in e.
Element x y z (Å)
C: 1.626 0.151 -0.951  -0.09
C: 1.389 1.417 -0.702  -0.41
C: 0.638 -0.796 -0.338  -0.60
C: -1.887 -0.607 1.163  -0.54
N: -0.241 -0.023 0.332  -0.37
O: 0.628 -2.012 -0.382  0.02
S: 0.038 1.644 0.346  0.91
I: -3.327 0.075 -0.120  0.86
H: 2.500 -0.108 -1.482  0.10
H: 2.079 2.143 -1.082  0.08
H: -1.707 -1.752 1.183  0.08
H: -1.736 -0.131 2.033  -0.04

Forces on the atoms, in the same order (eV/Å):
-0.7 -1.4 0.4
0.0 0.7 0.3
1.2 0.0 -0.5
4.0 -2.7 -4.7
-3.7 -0.4 2.4
-0.2 -0.3 -0.1
-0.1 0.1 -0.3
-0.5 0.0 0.0
0.5 -0.8 -0.6
-0.3 0.8 0.3
-0.4 2.2 -0.2
0.1 1.6 3.0


[4]
This record from the Open Molecules 2025 dataset describes 2 unconnected molecules or ions with the total composition C6H16 in a non-equilibrium geometry. The level of theory is ωB97M-V/def2-TZVPD.

Calculated values
SMILES: CCC.CCC
ΔE to the lowest compared entry with this formula, charge and spin in kJ/mol: 28.8

Last column: Löwdin charge in e.
Element x y z (Å)
C: -2.154 2.518 -0.067  -0.13
C: -0.783 2.014 -0.635  -0.31
C: 0.420 2.771 -0.009  -0.14
H: -3.031 2.030 -0.525  0.06
H: -2.224 3.604 -0.242  0.07
H: -2.176 2.334 1.020  0.07
H: -0.634 0.945 -0.385  0.08
H: -0.765 2.108 -1.738  0.10
H: 0.381 3.845 -0.254  0.07
H: 1.358 2.352 -0.412  0.06
H: 0.428 2.659 1.088  0.07
C: 1.644 -1.556 -0.281  -0.14
C: 1.213 -2.883 0.327  -0.36
C: -0.263 -3.071 0.543  -0.14
H: 1.441 -0.833 0.526  0.07
H: 1.072 -1.256 -1.175  0.07
H: 2.720 -1.521 -0.523  0.07
H: 1.538 -3.710 -0.334  0.10
H: 1.735 -3.002 1.296  0.11
H: -0.818 -2.632 -0.304  0.07
H: -0.587 -2.573 1.472  0.07
H: -0.517 -4.143 0.612  0.07

Forces on the atoms, in the same order (eV/Å):
0.8 -0.1 -0.2
-0.2 0.1 0.5
-0.3 -0.2 -0.4
0.4 0.1 0.1
-0.1 -0.4 0.1
-0.1 0.1 -0.4
-0.3 0.4 -0.3
0.0 0.0 0.5
0.0 -0.4 0.1
-0.3 0.2 0.2
0.0 0.0 -0.4
-0.2 0.5 0.6
1.1 -1.0 -0.5
-0.7 0.3 0.1
0.2 0.3 -0.6
0.1 -0.3 0.3
-0.4 -0.1 0.2
0.1 0.3 0.3
-0.1 -0.1 -0.5
0.0 -0.2 0.3
-0.1 -0.1 -0.4
0.0 0.5 0.1


Q: The highest ΔE to the lowest compared entry with this formula, charge and spin belongs to which entry?
A: C4H4INOS